A cluster of 10 separate species, C48H126N10O14 in total. Source: the OMol25 dataset; level of theory: ωB97M-V/def2-TZVPD.

Geometry as XYZ:
```
198
Properties=species:S:1:pos:R:3:forces:R:3:lowdin_charge:R:1
O 6.7167 -0.8564 2.2408 -1.1 0.4 1.6 -0.24
O 0.5749 0.5207 -1.2870 0.8 0.7 -1.0 -0.22
O 4.3544 4.8106 6.7367 -0.5 0.0 0.4 -0.21
O 3.9071 -1.5013 -3.3790 0.5 0.1 0.9 -0.18
O 0.8354 3.6535 -4.3920 0.8 -0.4 0.4 -0.24
O -2.0442 3.2278 1.5667 -0.8 0.3 -1.8 -0.17
O -7.5713 -7.6165 -0.6857 -0.5 0.2 -0.1 -0.19
O -4.8092 -2.5928 -0.8839 0.1 -0.4 1.0 -0.25
O -5.0841 2.5858 6.2101 -0.5 1.0 -0.2 -0.18
O 0.0944 -5.2160 -3.7752 -0.7 1.5 -1.0 -0.18
O 7.1666 3.3815 0.4324 0.7 -0.5 -1.3 -0.18
O 1.9220 0.4891 3.9693 -0.8 0.5 0.3 -0.19
O -3.2414 -0.1464 -5.7333 -0.2 0.1 0.4 -0.21
O 0.1553 -4.0923 0.2794 0.4 -0.2 -0.4 -0.22
N -0.5937 5.4288 -6.2975 0.3 0.0 -0.1 0.06
N 0.9564 -2.4908 -4.0195 -0.2 0.4 0.3 -0.06
N -2.6314 2.2468 4.3018 0.3 -1.8 -0.2 -0.02
N -7.0800 -4.3774 -0.3115 0.7 1.2 0.0 -0.05
N 4.2087 -2.0209 1.1901 -0.1 1.0 0.0 0.06
N 1.8295 3.1411 6.0974 0.7 -1.5 -0.4 -0.05
N -0.5520 2.3012 -6.5146 0.3 -0.1 -1.1 0.04
N 5.4886 0.8725 0.3779 0.5 -0.1 -0.4 0.05
N -1.5617 -0.7953 -2.7359 0.2 -0.1 -0.3 0.08
N -2.7409 -1.7879 0.8855 -1.0 0.7 -0.2 0.06
C 8.0557 -0.5281 2.2620 1.0 -0.1 -0.7 -0.10
C 4.8285 -0.7214 -2.6207 0.2 0.0 -0.5 -0.11
C -1.6760 -2.7010 1.2035 0.9 0.6 -1.1 -0.44
C 0.5914 5.0432 -4.1256 -0.4 -1.1 -0.3 -0.17
C -7.2451 -3.1057 -1.0290 0.9 0.5 0.0 -0.20
C 1.4543 0.5775 -0.1844 -0.1 -1.2 0.1 -0.08
C 4.7257 5.6307 7.8485 0.7 -0.2 -1.4 -0.11
C 4.1126 1.7581 2.1018 0.5 0.8 0.3 -0.04
C 1.3158 -3.7577 1.0571 -1.4 0.4 0.0 -0.10
C -1.4121 4.1623 0.7237 -0.6 0.8 0.1 -0.10
C -2.6004 2.9484 -5.4539 -1.1 -1.0 0.1 -0.05
C 4.0602 3.4727 7.1427 -0.7 -0.1 -1.7 -0.22
C -0.7708 0.6670 -0.9231 -1.1 -0.4 -1.1 -0.17
C -3.1869 0.8250 -2.0329 1.4 0.4 0.4 -0.02
C -1.6807 1.7961 -5.7625 0.5 -1.2 0.3 -0.43
C 0.1255 -3.1349 -5.0218 -0.7 -1.0 1.8 -0.19
C 5.1784 2.1006 1.0288 -1.1 1.1 0.5 -0.39
C 0.5627 5.7882 -5.4742 -0.2 0.2 0.6 -0.42
C -7.8154 -8.9065 -0.1514 0.5 -0.2 -0.8 -0.13
C -8.2137 -5.2064 -0.4844 -1.8 -1.2 0.5 -0.25
C 3.2400 2.7539 6.0399 0.4 0.3 0.9 -0.21
C 2.7173 -0.7730 -3.5919 0.2 -0.7 -1.2 -0.22
C -2.0994 1.4955 3.1318 -0.2 0.6 -0.3 -0.19
C -8.0940 -6.5919 0.1760 1.0 0.0 0.0 -0.20
C 8.4304 3.8796 0.7890 0.2 0.6 -0.1 -0.12
C 4.8757 -2.3004 2.4554 -0.5 -1.3 -1.0 -0.42
C -6.1067 -2.0875 -0.7442 -0.6 -0.5 -0.2 -0.20
C 6.4315 2.9315 1.5200 -1.4 -0.3 0.5 -0.20
C 0.9158 2.7957 -3.2314 -0.1 1.2 -0.3 -0.07
C 1.8656 -1.5317 -4.6174 -0.4 0.4 0.3 -0.20
C -3.7669 -1.3532 -6.2988 0.7 0.1 0.2 -0.09
C -3.2296 1.2459 5.1889 -1.7 1.0 0.5 -0.20
C 6.3992 -2.2119 2.3369 -1.1 -0.4 0.0 -0.19
C -3.8690 1.9107 6.4241 0.7 -0.9 1.2 -0.24
C 0.6575 7.2947 -5.2766 0.8 0.3 -0.6 -0.08
C 0.9798 2.4786 5.0549 0.1 1.5 0.7 -0.18
C -1.6597 0.5547 -2.2158 -0.1 0.2 0.8 -0.39
C 4.3786 -3.7089 2.8077 1.4 -0.1 1.3 -0.06
C 1.6496 -0.8540 3.6898 -0.3 -0.6 -0.5 -0.13
C 0.9895 0.9569 4.9685 0.9 0.4 0.2 -0.19
C -1.2189 2.4172 2.3126 0.6 -0.5 1.3 -0.25
C -0.7533 -4.2460 -4.3846 0.9 0.0 -1.0 -0.20
C -4.2587 -2.8098 -2.1557 -0.8 -0.7 0.2 -0.09
C -5.5804 3.2332 7.3940 1.0 0.0 -0.1 -0.10
C -2.3414 0.6131 -6.5446 -0.3 0.6 0.0 -0.17
C -2.2694 -3.9069 1.8675 -0.4 -0.6 0.2 -0.05
C -0.7703 -3.0235 -0.0313 0.6 -1.1 0.8 -0.14
C -0.5204 -6.0099 -2.8195 1.1 -0.7 1.1 -0.12
H -0.8051 4.4413 -6.2845 0.4 0.0 -0.3 0.00
H 1.4902 5.5342 -5.9873 -0.1 -0.4 -0.3 0.14
H 0.0431 2.9917 -2.6084 -0.5 -0.7 -0.2 0.08
H -1.5310 -3.8473 -3.7332 0.3 0.2 0.6 0.10
H -1.1825 1.4208 -4.8685 -0.9 -0.5 0.6 0.10
H 1.1701 2.9172 4.0754 0.4 -0.3 -0.4 0.10
H 0.7557 -3.6181 -5.7684 -0.2 0.2 -0.7 0.12
H 2.2594 -1.2304 2.8684 0.4 0.2 0.2 0.06
H -7.3869 -3.2846 -2.0948 0.2 0.0 -0.4 0.11
H 1.2962 0.5043 5.9115 -0.1 0.1 0.4 0.12
H 5.6524 -1.3347 -2.2557 -0.2 -0.3 0.0 0.08
H -4.4709 -1.8820 -5.6563 -0.2 0.8 0.6 0.08
H -1.2421 -5.5045 -2.1777 -0.1 0.3 -0.2 0.08
H -0.1799 7.7584 -4.7552 0.1 -0.1 0.1 0.08
H -9.0621 -4.7402 0.0165 -0.1 0.2 0.3 0.12
H -3.5282 -2.2266 0.4297 0.0 -0.4 0.0 0.03
H -1.3374 -3.3837 -0.8896 -0.4 -0.3 0.2 0.09
H -1.0009 -0.2002 -0.3042 -0.3 0.3 0.5 0.09
H -2.6111 -3.5485 2.8385 -0.1 -0.5 0.2 0.08
H 5.1582 6.5443 7.4406 -0.3 0.2 -0.2 0.08
H 7.0704 2.3656 2.1979 0.0 -0.5 0.1 0.11
H 3.1064 1.5401 1.7440 0.3 -0.1 -0.6 0.05
H 6.1803 1.1440 -0.3062 0.4 -0.7 -0.3 0.08
H 1.2587 1.4431 0.4486 0.1 0.0 0.1 0.08
H -6.3452 3.9703 7.1492 -0.2 -0.6 -0.3 0.09
H 8.6569 -1.2887 2.7603 0.1 0.0 0.1 0.09
H -0.5823 -0.9352 -2.9387 0.5 -0.7 0.1 0.05
H -4.1082 1.1612 7.1785 0.3 -0.6 0.1 0.11
H 8.2267 0.4372 2.7384 -0.2 0.0 0.0 0.08
H -8.5793 -5.2672 -1.5094 0.2 -0.4 -0.5 0.12
H -2.1797 4.6761 0.1450 -0.3 -0.2 0.1 0.09
H -2.5262 0.4497 5.4328 0.2 0.4 0.4 0.11
H 6.1266 3.8243 2.0660 -0.5 0.1 0.4 0.12
H -0.9516 4.9537 1.3149 0.5 0.0 0.1 0.09
H 4.9163 -4.0105 3.7066 -0.1 -0.2 0.4 0.07
H -1.2889 -4.6940 -5.2215 -0.2 -0.3 -0.2 0.11
H -2.1595 3.7509 -4.8625 0.2 -0.1 -0.3 0.07
H -3.3396 1.8197 -1.6141 -0.2 0.0 0.2 0.07
H -4.2913 -1.1832 -7.2392 0.3 0.0 -0.3 0.09
H -1.1272 -2.1394 1.9594 0.8 -0.3 0.0 0.11
H -2.8900 1.0759 2.5098 -0.4 0.3 -0.3 0.12
H -2.4861 -1.0594 0.2339 0.3 0.0 0.1 0.03
H -1.6315 -4.7881 1.9352 0.4 0.4 0.3 0.08
H -3.5684 0.0409 -1.3789 -0.2 0.2 0.2 0.06
H -3.1350 2.5447 6.9216 0.2 0.5 -0.2 0.12
H 8.9115 4.3489 -0.0690 -0.4 0.0 -0.2 0.09
H 1.7991 4.1471 6.0127 -0.3 0.1 -0.2 0.10
H -0.9346 -6.9455 -3.1951 -0.3 0.0 -0.3 0.08
H 0.0071 2.7947 -5.8335 0.3 0.4 0.0 0.03
H -2.9641 -2.0892 -6.3422 0.3 0.0 -0.8 0.07
H 2.5071 0.4994 -0.4555 0.0 0.7 -0.7 0.07
H -7.3909 -6.4717 1.0002 0.2 0.1 0.3 0.12
H -6.2213 -1.1855 -1.3454 -0.2 0.1 -0.4 0.12
H 2.1971 -0.5863 -2.6525 -0.3 -0.1 0.0 0.10
H -1.5940 0.5625 3.3815 0.5 0.3 0.7 0.09
H 1.0798 1.7734 -3.5721 -0.5 0.1 0.1 0.08
H 3.7260 2.8584 5.0698 0.0 0.5 -0.3 0.10
H 8.3227 4.6487 1.5538 0.1 0.1 0.2 0.09
H 1.3287 -0.7572 -5.1651 -0.6 0.0 0.0 0.10
H -0.7177 3.7864 -0.0276 0.3 -0.5 0.3 0.07
H 4.9815 2.8945 7.2131 0.3 0.1 0.6 0.12
H 5.5870 5.1484 8.3107 -0.3 -0.1 0.9 0.08
H -4.8055 -3.5991 -2.6718 -0.5 0.1 -0.4 0.08
H 8.3409 -0.4733 1.2115 0.8 0.2 -0.1 0.10
H 4.6437 -2.6173 0.5008 -0.1 -0.3 -0.3 0.08
H 6.7479 -2.6612 1.4070 0.1 -0.7 0.0 0.14
H 4.4389 -1.0877 0.8798 -0.1 0.4 -0.2 0.03
H 4.3953 -0.1816 -1.7786 -0.3 -0.2 0.1 0.05
H 1.9810 -3.0664 0.5395 0.0 0.1 0.1 0.06
H -1.2039 1.1700 -2.9915 -0.3 0.9 0.5 0.08
H 1.6319 7.5631 -4.8682 -0.2 -0.2 1.1 0.07
H -3.1349 -4.2943 1.3300 -0.3 0.3 -0.2 0.08
H 3.3157 -3.7842 3.0372 0.1 0.3 -0.3 0.06
H 1.3253 5.3690 -3.3885 0.1 0.4 -0.1 0.13
H -1.4629 5.8757 -6.0427 0.2 0.5 0.3 0.07
H 3.4397 3.4600 8.0387 0.3 0.0 0.3 0.12
H -0.0268 0.6128 4.7770 0.0 -0.1 -0.4 0.09
H -8.1383 -2.5491 -0.7454 -0.3 -0.4 0.4 0.12
H 5.2840 0.0206 -3.2766 0.0 0.3 -0.1 0.09
H 5.8958 0.2961 1.1005 0.5 -0.5 -0.4 0.03
H 4.6960 2.6726 0.2362 0.0 0.7 0.2 0.13
H 0.8299 7.8100 -6.2216 -0.9 -0.2 -0.5 0.08
H 4.4266 0.8837 2.6718 0.1 0.0 0.2 0.07
H -6.2124 -1.7459 0.2854 0.2 -0.3 0.2 0.13
H -1.9416 -0.6303 -3.6571 -0.5 -0.8 -0.6 0.05
H -0.0105 2.8666 5.2934 -0.3 -0.5 0.0 0.10
H 3.8659 5.8903 8.4661 0.2 -0.3 0.4 0.09
H -1.5878 -0.0117 -7.0240 0.4 -0.4 0.4 0.11
H -4.8132 3.8095 7.9110 0.6 0.2 -0.3 0.08
H -2.9979 3.2686 -6.4170 0.1 0.6 0.1 0.09
H 0.6275 -1.0043 3.3424 -0.4 0.2 -0.1 0.07
H -0.9434 1.6148 -0.4134 -0.1 0.0 0.2 0.10
H -3.4514 2.5670 -4.8896 -0.1 0.0 0.1 0.08
H -3.7464 0.7820 -2.9674 0.3 -0.1 -0.2 0.07
H 4.6949 -4.4703 2.0947 -0.3 0.2 -0.5 0.09
H 6.7672 -2.7289 3.2232 0.8 0.2 0.1 0.13
H 1.5466 -3.1958 -3.6015 -0.1 -0.3 0.3 0.12
H -0.6225 -2.4201 -5.3648 0.4 0.2 -0.7 0.10
H 9.1536 3.1420 1.1371 -0.3 -0.5 0.2 0.08
H -4.2862 -1.8721 -2.7107 0.6 -0.2 -0.3 0.08
H -5.8702 2.5383 8.1821 -0.6 -0.4 -0.3 0.08
H -7.1833 -9.0818 0.7191 -0.6 0.1 0.6 0.09
H 1.7418 -1.4975 4.5647 0.3 -0.1 0.3 0.09
H -0.4737 1.8311 1.7748 -0.1 0.0 -0.6 0.10
H -3.2984 -3.2882 -1.9632 0.3 0.8 -0.3 0.07
H 1.8698 -4.6435 1.3677 -0.2 -0.3 -0.5 0.08
H 2.4253 -2.0640 -5.3865 0.9 0.3 -0.1 0.12
H -4.0674 0.7320 4.7176 -0.2 -0.3 -0.4 0.12
H -0.2428 -2.1882 -0.4921 0.2 0.5 0.5 0.10
H -6.2731 -4.8589 -0.6819 0.3 0.1 0.0 0.12
H 3.3844 1.6945 6.2521 -0.5 -0.2 0.1 0.11
H 0.0466 1.5197 -6.7405 0.1 -0.2 -0.4 0.07
H 1.7220 3.0143 -2.5311 0.6 0.4 -0.4 0.09
H 0.3473 -6.2532 -2.2062 -0.4 -0.5 0.6 0.09
H 1.3447 -0.3775 0.3296 -0.3 0.1 0.9 0.08
H 4.5855 -1.6182 3.2545 -0.2 0.2 -0.2 0.13
H -3.4107 2.7929 3.9632 0.0 0.4 -0.1 0.11
H -7.5033 -9.6963 -0.8347 0.4 0.4 -0.6 0.08
H -8.8850 -9.1044 -0.0821 -0.1 0.2 0.9 0.09
H -2.8499 1.0380 -7.4101 -0.5 0.2 -0.1 0.12
H 0.9333 -3.3279 1.9829 0.4 0.5 0.3 0.07
H -0.6655 3.0579 2.9992 0.2 0.0 0.2 0.10
H -0.4137 5.0688 -3.7045 -0.2 0.5 0.4 0.12
H -9.0056 -6.9294 0.6689 -0.4 0.0 -0.5 0.11
H 3.9470 2.5859 2.7914 0.2 0.0 0.2 0.06
H 2.9654 0.1784 -4.0624 0.2 0.4 0.1 0.11
```
Forces are in eV/Å.

Results
- E_LUMO (eV) = 0.576
- relative energy (zero: lowest compared OMol25 entry of this formula, charge and spin) (kcal/mol) = 111.6
- total energy (eV) = -95374.168
- orbital gap (Ha) = 0.321
- HOMO level (hartree) = -0.300
- net charge = 0